No. 1
Molecular formula: C5H10O
Method: DFT, the ωB97M-V functional and the def2-TZVPD basis

CARTESIAN COORDINATES (ANGSTROEM)
C  2.26  0.00  -0.44
C  1.08  0.49  0.41
C  -0.21  0.29  -0.37
C  -0.55  -1.20  -0.48
C  -2.39  0.02  -0.01
O  -1.33  0.91  0.24
H  2.13  -1.05  -0.70
H  2.32  0.57  -1.37
H  3.21  0.11  0.09
H  1.02  -0.05  1.36
H  1.18  1.55  0.65
H  -0.09  0.71  -1.38
H  -0.75  -1.50  0.57
H  -2.05  -0.76  -0.80
H  -2.70  -0.52  0.88
H  -3.24  0.51  -0.48

Computed properties:
Total energy (Eh): -271.56258
HOMO level (eV): -8.702
Relative energy (zero: lowest compared OMol25 entry of this formula, charge and spin) (eV): 5.171

No. 2
Molecular formula: C5H12ClNO7PS
Method: DFT, the ωB97M-V functional and the def2-TZVPD basis

CARTESIAN COORDINATES (ANGSTROEM)
C  2.21  -0.65  -2.72
S  0.67  -0.31  -3.51
O  0.94  0.51  -4.62
O  0.02  -1.53  -3.83
O  -0.27  0.64  -2.51
C  -0.79  0.04  -1.42
O  -0.14  -0.66  -0.67
O  -2.07  0.34  -1.15
P  -3.30  -0.03  -2.28
O  -2.75  -1.49  -2.68
Cl  -2.82  1.04  -3.99
H  2.11  -1.04  -1.72
H  2.68  -1.40  -3.34
H  2.78  0.26  -2.69
H  -3.10  -1.67  -3.56
C  -0.68  -0.93  3.46
C  -0.71  0.56  3.35
O  -1.51  1.30  3.81
N  0.38  1.23  2.53
C  1.76  1.17  3.15
H  -0.63  -1.20  4.51
H  -1.60  -1.32  3.03
H  0.17  -1.36  2.94
H  0.39  0.80  1.60
H  0.05  2.20  2.45
H  2.43  0.68  2.46
H  1.71  0.63  4.09
H  2.10  2.19  3.33

Computed properties:
Total energy (Eh): -1978.68778
HOMO level (eV): -12.698
Total charge: +1

No. 3
Molecular formula: C17H25N3O5S
Method: DFT, the ωB97M-V functional and the def2-TZVPD basis

CARTESIAN COORDINATES (ANGSTROEM)
C  -5.88  -0.46  1.19
C  -5.10  -1.59  0.53
O  -5.88  -2.28  -0.41
C  -3.82  -1.09  -0.16
C  -3.96  0.20  -0.97
O  -4.60  0.53  -1.93
N  -3.10  0.88  -0.14
C  -1.95  1.65  -0.32
C  -1.92  2.99  -0.88
O  -0.90  3.58  -1.14
O  -3.14  3.52  -1.07
C  -0.87  0.97  0.15
S  0.72  1.62  0.13
C  1.51  0.89  1.65
C  2.79  1.72  1.87
N  3.74  1.19  0.91
C  3.49  -0.26  0.86
C  3.57  -0.79  -0.57
O  2.61  -1.33  -1.10
N  4.74  -0.63  -1.21
C  5.94  -0.07  -0.65
C  4.89  -1.15  -2.56
C  2.09  -0.50  1.46
C  -1.25  -0.46  0.51
C  -0.83  -1.37  -0.65
C  -2.78  -0.30  0.67
H  -6.81  -0.86  1.60
H  -5.32  0.00  1.99
H  -6.13  0.30  0.45
H  -4.83  -2.35  1.28
H  -6.13  -1.66  -1.11
H  -3.40  -1.91  -0.75
H  -3.06  4.39  -1.48
H  0.79  0.97  2.46
H  3.17  1.53  2.88
H  2.64  2.79  1.73
H  3.53  1.59  0.00
H  4.26  -0.77  1.46
H  6.42  0.57  -1.39
H  6.65  -0.87  -0.38
H  5.72  0.53  0.23
H  3.94  -1.59  -2.86
H  5.15  -0.35  -3.25
H  5.67  -1.91  -2.58
H  2.17  -1.00  2.43
H  1.51  -1.13  0.79
H  -0.79  -0.80  1.44
H  -1.08  -2.41  -0.42
H  0.23  -1.30  -0.84
H  -1.35  -1.08  -1.56
H  -3.05  -0.17  1.72

Computed properties:
Structure (SMILES): C[C@@H](O)[C@H]1C(=O)N2C(C(=O)O)=C(S[C@@H]3CN[C@H](C(=O)N(C)C)C3)[C@H](C)[C@H]12
Total energy (Eh): -1601.44997
HOMO level (eV): -8.081
Relative energy (zero: lowest compared OMol25 entry of this formula, charge and spin) (eV): 0.867

No. 4
Molecular formula: C15H32IN3O26PS6
Method: DFT, the ωB97M-V functional and the def2-TZVPD basis

CARTESIAN COORDINATES (ANGSTROEM)
N  -0.48  -0.94  3.38
C  -1.24  -0.30  2.46
N  -2.30  -1.09  1.88
C  -2.79  -0.34  0.69
O  -3.26  0.97  0.97
C  -2.30  1.77  1.66
N  -1.06  1.07  2.09
P  0.37  1.40  1.08
O  -0.26  1.71  -0.50
I  1.83  -0.55  0.79
H  0.03  -1.77  3.03
H  -0.38  -0.61  4.35
H  -3.08  -1.25  2.53
H  -3.69  -0.92  0.28
H  -2.00  -0.38  -0.14
H  -2.82  2.13  2.62
H  -2.07  2.72  1.08
H  -0.37  0.82  -0.92
C  5.76  1.48  -0.33
C  5.34  0.05  -0.64
O  5.99  -0.27  -1.87
S  7.41  0.51  -1.94
O  8.43  -0.39  -1.52
O  7.46  1.23  -3.17
O  7.13  1.56  -0.73
H  5.19  2.20  -0.93
H  5.66  1.72  0.73
H  4.26  -0.05  -0.74
H  5.70  -0.64  0.13
C  -7.60  -0.02  3.67
C  -7.70  -0.61  2.27
O  -7.33  0.46  1.40
S  -6.24  1.40  2.15
O  -4.91  1.01  1.70
O  -6.70  2.75  2.10
O  -6.46  0.83  3.65
H  -8.48  0.59  3.91
H  -7.49  -0.80  4.43
H  -8.70  -0.97  2.04
H  -6.98  -1.42  2.13
C  -3.50  5.89  -1.44
C  -2.29  5.21  -2.05
O  -1.19  5.61  -1.22
S  -1.71  5.80  0.30
O  -1.42  4.60  1.03
O  -1.32  7.09  0.75
O  -3.30  5.82  -0.02
H  -3.55  6.94  -1.73
H  -4.43  5.39  -1.71
H  -2.12  5.51  -3.08
H  -2.37  4.12  -1.99
C  6.41  -5.09  -2.65
C  7.60  -5.59  -1.84
O  8.70  -4.76  -2.25
S  8.14  -3.29  -2.62
O  8.33  -2.43  -1.49
O  8.60  -2.95  -3.93
O  6.57  -3.67  -2.71
H  6.44  -5.48  -3.67
H  5.46  -5.35  -2.19
H  7.82  -6.63  -2.03
H  7.44  -5.43  -0.77
C  5.06  -10.17  0.55
C  6.18  -10.64  -0.36
O  6.62  -9.46  -1.04
S  6.45  -8.19  -0.05
O  7.71  -7.93  0.57
O  5.70  -7.18  -0.74
O  5.49  -8.89  1.04
H  4.13  -10.03  0.00
H  4.89  -10.86  1.38
H  5.84  -11.39  -1.08
H  7.02  -11.04  0.21
C  -7.46  8.07  -0.06
C  -8.14  6.71  0.02
O  -8.35  6.32  -1.33
S  -7.16  6.91  -2.25
O  -6.18  5.88  -2.43
O  -7.73  7.62  -3.34
O  -6.57  7.97  -1.18
H  -8.19  8.86  -0.27
H  -6.91  8.31  0.85
H  -9.09  6.76  0.56
H  -7.49  5.97  0.49

Computed properties:
Total energy (Eh): -5738.92096
HOMO level (eV): -11.364
Total charge: +1

No. 5
Molecular formula: C3H7NO
Method: DFT, the ωB97M-V functional and the def2-TZVPD basis

CARTESIAN COORDINATES (ANGSTROEM)
C  -0.13  1.31  0.55
C  0.39  0.03  -0.08
N  1.71  -0.08  -0.48
O  1.16  -0.71  0.94
C  -0.68  -0.80  -0.78
H  -0.54  1.95  -0.23
H  0.70  1.83  1.04
H  -0.92  1.11  1.28
H  1.14  -1.65  0.72
H  -0.80  -0.39  -1.79
H  -1.65  -0.76  -0.27
H  -0.36  -1.84  -0.90

Computed properties:
Total energy (Eh): -248.34886
HOMO level (eV): -8.039
Relative energy (zero: lowest compared OMol25 entry of this formula, charge and spin) (eV): 4.834

No. 6
Molecular formula: C15H23CrN5
Method: DFT, the ωB97M-V functional and the def2-TZVPD basis

CARTESIAN COORDINATES (ANGSTROEM)
Cr  -0.33  -0.22  0.01
C  3.32  -2.48  0.36
C  2.19  -1.56  0.11
N  0.99  -1.66  0.55
C  0.40  -2.70  1.39
C  -1.01  -3.00  0.85
N  -1.80  -1.80  0.44
C  -2.82  -1.29  1.40
C  -2.26  -0.26  2.37
N  -1.50  0.80  1.67
C  -2.30  1.92  1.06
C  -2.31  1.92  -0.48
N  -0.99  1.50  -0.93
C  -0.12  2.16  -1.60
C  -0.31  3.50  -2.23
C  1.23  1.49  -1.66
C  2.36  1.93  -2.34
C  3.53  1.18  -2.20
C  3.57  0.04  -1.41
C  2.40  -0.34  -0.77
N  1.30  0.39  -0.91
H  3.06  -3.29  1.04
H  4.16  -1.93  0.80
H  3.67  -2.91  -0.58
H  0.38  -2.34  2.41
H  0.98  -3.63  1.38
H  -1.57  -3.59  1.59
H  -0.91  -3.62  -0.04
H  -2.30  -2.06  -0.39
H  -3.27  -2.11  1.96
H  -3.62  -0.84  0.80
H  -1.56  -0.74  3.06
H  -3.07  0.15  2.97
H  -0.89  1.22  2.35
H  -1.85  2.85  1.41
H  -3.33  1.90  1.43
H  -2.61  2.91  -0.83
H  -3.03  1.19  -0.87
H  -1.35  3.79  -2.28
H  0.10  3.50  -3.24
H  0.24  4.26  -1.66
H  2.35  2.82  -2.95
H  4.43  1.50  -2.72
H  4.48  -0.53  -1.31

Computed properties:
⟨S²⟩: 6.021
Total energy (Eh): -1903.17874
HOMO level (spin up / spin down) (eV): -14.313 / -16.449
Total charge: +2
Spin multiplicity: 5

No. 7
Molecular formula: C7H14N2
Method: DFT, the ωB97M-V functional and the def2-TZVPD basis

CARTESIAN COORDINATES (ANGSTROEM)
C  -2.98  -0.77  2.65
C  -1.80  0.13  2.47
C  -0.48  -0.20  2.64
N  0.18  1.00  2.55
C  -0.73  1.97  2.32
N  -1.95  1.48  2.30
H  -3.93  -0.25  2.78
H  -2.87  -1.46  3.48
H  -3.16  -1.31  1.71
H  -0.05  -1.19  2.65
H  1.18  1.14  2.49
H  -0.45  2.98  2.06
C  2.55  -1.13  -2.89
C  1.27  -0.58  -2.21
C  0.77  0.68  -2.94
H  2.32  -2.12  -3.30
H  3.37  -1.31  -2.19
H  2.89  -0.55  -3.72
H  0.45  -1.28  -2.32
H  1.52  -0.30  -1.19
H  1.47  1.50  -2.82
H  0.59  0.51  -4.00
H  -0.16  1.07  -2.53

Computed properties:
Structure (SMILES): Cc1c[nH]cn1.CCC
Total energy (Eh): -384.61627
HOMO level (eV): -8.552
Relative energy (zero: lowest compared OMol25 entry of this formula, charge and spin) (eV): 0.425

No. 8
Molecular formula: C9H15N2O2
Method: DFT, the ωB97M-V functional and the def2-TZVPD basis

CARTESIAN COORDINATES (ANGSTROEM)
C  0.83  3.75  -0.84
C  0.21  2.94  -0.18
C  -1.95  -0.23  -0.99
C  -1.58  -1.28  0.01
C  0.18  -0.10  -0.97
C  -0.62  2.16  2.08
C  0.57  -2.56  -0.52
C  2.09  -2.38  -0.55
C  -0.80  2.29  0.58
N  -0.85  0.41  -1.48
N  -0.04  -1.25  -0.09
O  2.58  -1.85  0.71
O  -2.02  2.03  0.13
H  1.59  4.30  -1.36
H  -2.96  0.08  -1.18
H  -1.82  -0.95  0.99
H  -1.97  -2.31  -0.28
H  1.25  0.31  -0.98
H  -0.74  3.01  2.67
H  0.39  1.74  2.29
H  -1.49  1.46  2.41
H  0.14  -3.17  0.35
H  0.10  -2.76  -1.43
H  2.52  -3.37  -0.80
H  2.58  -1.73  -1.42
H  0.43  -1.02  0.78
H  3.46  -1.99  0.86
H  -2.09  2.46  -0.78

Computed properties:
Total energy (Eh): -611.44646
HOMO level (spin up / spin down) (eV): -10.132 / -11.701
Relative energy (zero: lowest compared OMol25 entry of this formula, charge and spin) (eV): 6.875
Total charge: +1

No. 9
Molecular formula: C5H7N2
Method: DFT, the ωB97M-V functional and the def2-TZVPD basis

CARTESIAN COORDINATES (ANGSTROEM)
C  0.05  -0.97  1.06
C  0.20  1.11  -0.20
C  2.30  -0.01  -0.33
C  -0.78  0.20  0.70
C  -1.85  -0.23  -0.36
N  1.41  0.83  -0.34
N  0.87  -1.77  1.07
H  -0.13  2.13  -0.73
H  2.32  -0.74  -1.14
H  3.16  -0.04  0.38
H  -1.24  0.62  1.56
H  -2.61  -0.72  0.23
H  -1.39  -1.02  -1.03
H  -2.30  0.61  -0.89

Computed properties:
⟨S²⟩: 2.008
Total energy (Eh): -303.68290
HOMO level (spin up / spin down) (eV): -12.122 / -16.727
Relative energy (zero: lowest compared OMol25 entry of this formula, charge and spin) (eV): 4.806
Total charge: +1
Spin multiplicity: 3

No. 10
Molecular formula: C33H36NO2OsSSi2
Method: DFT, the ωB97M-V functional and the def2-TZVPD basis

CARTESIAN COORDINATES (ANGSTROEM)
Os  1.84  -0.50  -0.23
C  4.45  -0.23  -0.58
Si  4.35  -2.11  -0.55
C  5.40  -2.82  0.82
C  4.76  -2.87  -2.19
N  2.61  -2.25  -0.22
C  1.82  -3.39  -0.27
C  2.29  -4.70  -0.15
C  1.39  -5.76  -0.17
C  0.03  -5.51  -0.30
C  -0.46  -4.21  -0.42
C  0.45  -3.17  -0.41
O  0.11  -1.82  -0.48
C  -1.15  -1.44  -1.00
C  -1.84  -0.45  -0.33
C  -3.08  -0.05  -0.83
C  -3.58  -0.62  -1.99
C  -2.85  -1.59  -2.66
C  -1.61  -2.00  -2.18
H  5.48  0.09  -0.78
H  4.21  0.23  0.40
H  3.86  0.26  -1.37
H  6.08  -2.06  1.21
H  6.01  -3.64  0.45
H  4.80  -3.19  1.65
H  5.84  -2.81  -2.37
H  4.26  -2.36  -3.01
H  4.48  -3.92  -2.22
H  3.35  -4.88  -0.01
H  1.76  -6.77  -0.07
H  -0.67  -6.33  -0.32
H  -1.52  -4.02  -0.49
H  -1.43  -0.01  0.56
H  -3.63  0.71  -0.31
H  -4.55  -0.32  -2.37
H  -3.22  -2.02  -3.58
H  -1.03  -2.74  -2.71
C  1.66  -2.04  2.92
Si  1.59  -0.33  2.18
C  2.99  0.71  2.84
C  -0.05  0.43  2.64
C  -1.11  -0.37  3.07
C  -2.35  0.18  3.37
C  -2.54  1.55  3.25
C  -1.49  2.37  2.86
C  -0.26  1.81  2.55
H  1.39  -1.98  3.97
H  2.67  -2.46  2.85
H  0.98  -2.75  2.44
H  2.79  0.93  3.89
H  3.11  1.66  2.31
H  3.94  0.18  2.78
H  -0.98  -1.44  3.16
H  -3.16  -0.46  3.69
H  -3.50  1.98  3.48
H  -1.63  3.44  2.79
H  0.55  2.46  2.23
C  -5.68  5.54  -0.84
C  -5.22  5.59  -2.27
O  -5.81  5.13  -3.20
S  -3.61  6.48  -2.52
C  -2.56  5.13  -2.09
C  -1.43  5.38  -1.31
C  -0.56  4.36  -0.99
C  -0.81  3.06  -1.43
C  -1.94  2.81  -2.22
C  -2.79  3.83  -2.56
C  0.06  2.00  -1.07
C  0.81  1.08  -0.73
H  -6.56  4.91  -0.75
H  -5.92  6.56  -0.53
H  -4.87  5.19  -0.21
H  -1.25  6.39  -0.95
H  0.32  4.56  -0.39
H  -2.12  1.80  -2.58
H  -3.64  3.64  -3.20

Computed properties:
Total energy (Eh): -2551.91016
HOMO level (spin up / spin down) (eV): -10.380 / -10.386
Relative energy (zero: lowest compared OMol25 entry of this formula, charge and spin) (eV): 0.000
Total charge: +1

No. 11
Molecular formula: C4H6INOS
Method: DFT, the ωB97M-V functional and the def2-TZVPD basis

CARTESIAN COORDINATES (ANGSTROEM)
C  0.59  -1.09  0.90
C  1.52  -0.96  -1.41
C  -1.19  1.06  -0.35
C  0.55  -0.88  -0.47
N  0.42  -1.12  2.01
O  -1.09  -0.51  -2.49
S  -1.20  -0.61  -1.07
I  -0.10  1.85  3.45
H  2.61  -1.06  -1.23
H  1.30  -0.95  -2.45
H  0.12  0.37  3.35
H  -2.21  1.51  -0.59
H  -0.17  1.45  -0.39
H  -1.15  0.94  0.75

Computed properties:
Total energy (Eh): -981.78363
HOMO level (eV): -9.773
Relative energy (zero: lowest compared OMol25 entry of this formula, charge and spin) (eV): 3.178

No. 12
Molecular formula: C6H13N3
Method: DFT, the ωB97M-V functional and the def2-TZVPD basis

CARTESIAN COORDINATES (ANGSTROEM)
C  1.06  1.88  -0.66
C  -2.30  0.47  -0.23
N  0.32  0.73  -0.21
N  1.65  -0.15  1.54
C  0.64  -0.18  0.65
C  -1.05  -0.17  -0.79
N  2.12  -1.28  2.23
C  -0.36  -1.25  0.40
C  -1.00  -0.45  -2.14
H  2.30  0.63  1.53
H  1.41  -1.58  2.89
H  2.28  -2.04  1.58
H  0.59  2.20  -1.59
H  1.03  2.68  0.09
H  2.11  1.64  -0.86
H  -2.62  1.31  -0.84
H  -2.13  0.84  0.79
H  -3.11  -0.26  -0.19
H  -0.91  -1.57  1.29
H  0.05  -2.08  -0.17
H  -0.16  -0.97  -2.57
H  -1.90  -0.41  -2.73

Computed properties:
Total energy (Eh): -400.52778
HOMO level (eV): -5.987
Relative energy (zero: lowest compared OMol25 entry of this formula, charge and spin) (eV): 4.496